# C6H15N2

An isolated ion of composition C6H15N2 and charge +1 at a distorted geometry (ωB97M-V with the def2-TZVPD basis set, OMol25).

ORCA input file:
```
! RIJCOSX wB97M-V def2-TZVPD def2/J DEFGRID3
* xyz 1 1
C -0.99 1.63 -0.87
C -0.56 0.66 0.23
C -1.53 -0.04 0.86
N -2.75 -0.40 0.38
C 0.83 0.77 0.84
C 1.60 -0.55 0.93
C 2.22 -0.93 -0.39
N 1.11 -0.97 -1.44
H -1.91 2.14 -0.60
H -1.08 1.25 -1.90
H -0.21 2.39 -0.95
H -1.35 -0.38 1.88
H -3.34 -0.82 1.07
H -3.12 0.04 -0.45
H 0.75 1.21 1.84
H 1.38 1.50 0.23
H 0.95 -1.32 1.37
H 2.34 -0.49 1.71
H 2.92 -0.14 -0.65
H 2.70 -1.89 -0.41
H 1.35 -0.38 -2.23
H 0.25 -0.53 -1.02
H 0.93 -1.94 -1.71
*
```

Output
E   -9438.6178 eV
SMILES   C/C(=C\N)CCC[NH3+]
Frontier orbital gap   8.39 eV
LUMO   -3.16 eV
ΔE to the lowest compared entry with this formula, charge and spin   31.22 kcal per mole
Strongest force on any atom   1.090 eV/A

Here are the natural (NBO) charges for atoms 1 to 4, given in e: -0.654 -0.261 0.083 -0.787